The following is a DFT calculation (the ωB97M-V functional and the def2-TZVPD basis) of C6H9N as an isolated structure in a non-equilibrium geometry.

The geometry in XYZ format:
```
16
Properties=species:S:1:pos:R:3:forces:R:3
C -0.558 0.648 -0.593 -0.4 -0.5 0.6
C -0.644 1.627 0.559 0.0 0.0 -0.1
C -0.947 -1.190 0.132 0.9 0.9 -0.1
C 0.360 -1.667 0.166 -0.4 -0.8 0.1
C 2.310 -0.019 -0.304 0.0 0.4 0.0
N -2.153 -1.420 0.237 -0.4 0.1 -0.4
C 1.163 -0.652 -0.233 0.1 0.2 -0.2
H -2.484 -2.368 0.069 0.2 0.0 0.2
H 0.136 0.983 -1.366 0.2 -0.2 0.0
H -1.500 0.528 -1.123 -0.1 0.0 0.0
H 0.673 -2.657 0.487 0.0 0.0 -0.3
H -0.879 2.634 0.201 0.0 0.0 0.0
H 0.306 1.680 1.096 0.0 0.0 0.0
H -1.425 1.338 1.264 0.0 0.0 0.0
H 2.488 0.873 -0.891 -0.1 -0.3 -0.5
H 3.153 -0.339 0.299 -0.3 0.1 0.5
```
Forces are in eV/Å.

ΔE to the lowest compared entry with this formula, charge and spin (kcal/mol): 136.6
HOMO level (spin up / spin down) (eV): -8.15 / -8.15
LUMO (spin up / spin down) (eV): -0.12 / -0.12
Kohn-Sham gap (spin up / spin down) (eV): 8.0 / 8.0